Here is C20H21AsBN8O5Rh as an isolated structure at a distorted geometry from the OMol25 dataset. Energies are from the ωB97M-V functional and the def2-TZVPD basis.

Last column: natural (NBO) charge in e.
Positions of all 57 atoms, in Å:
Rh 1.398 0.729 0.130  1.153
C 3.247 -2.663 1.795  -0.310
C 3.203 -1.318 1.432  0.011
N 2.037 -1.050 0.856  -0.266
N 1.307 -2.189 0.830  -0.333
C 2.031 -3.174 1.399  0.020
B -0.129 -2.066 0.238  0.944
N -0.866 -1.033 1.155  -0.351
C -1.880 -1.245 2.018  0.037
C -2.031 -0.117 2.798  -0.329
C -1.038 0.761 2.349  -0.020
N -0.346 0.193 1.365  -0.266
N 0.043 -1.479 -1.205  -0.337
C -0.240 -2.033 -2.399  0.034
C 0.239 -1.199 -3.392  -0.325
C 0.828 -0.132 -2.712  -0.021
N 0.699 -0.321 -1.399  -0.292
N -0.965 -3.315 0.134  -0.414
C -0.786 -4.631 0.436  -0.020
C -1.938 -5.296 0.122  -0.324
C -2.794 -4.293 -0.378  -0.031
N -2.215 -3.106 -0.372  -0.312
H 4.052 -3.186 2.284  0.256
H 3.939 -0.543 1.571  0.248
H 1.649 -4.171 1.514  0.228
H -2.428 -2.175 2.023  0.258
H -2.744 0.042 3.590  0.259
H -0.777 1.748 2.701  0.244
H -0.765 -2.971 -2.471  0.256
H 0.183 -1.348 -4.458  0.257
H 1.336 0.741 -3.091  0.247
H 0.135 -5.015 0.837  0.214
H -2.138 -6.349 0.231  0.247
H -3.806 -4.397 -0.741  0.224
O 4.235 6.094 0.665  -0.407
C 3.609 5.105 0.632  0.403
C 2.631 4.675 -0.538  0.403
O 2.406 5.362 -1.478  -0.472
C 2.172 3.352 -0.151  0.155
C 2.680 2.941 1.082  0.220
O 2.362 1.809 1.560  -0.604
C 3.548 3.959 1.683  0.402
O 4.103 3.975 2.721  -0.438
O 1.378 2.581 -0.808  -0.656
C -1.277 2.452 -2.629  -0.965
As -1.377 1.766 -0.821  1.384
C -2.786 0.439 -0.858  -0.978
C -2.167 3.229 0.173  -0.965
H -2.229 2.945 -2.827  0.252
H -1.126 1.634 -3.328  0.252
H -0.461 3.167 -2.706  0.276
H -3.550 0.832 -1.531  0.255
H -3.188 0.327 0.148  0.254
H -2.432 -0.529 -1.209  0.275
H -3.093 3.488 -0.340  0.255
H -1.496 4.086 0.181  0.263
H -2.383 2.915 1.191  0.250

Its energy relative to the best compared isomer or geometry (same formula, charge and spin) is 2.087 eV. As for the total charge: +1. The LUMO energy (alpha / beta) comes out at -5.5 / -5.9 eV. The spin multiplicity is 2. The total energy comes out at -107754.9727 eV. Its orbital gap (alpha / beta) is 5.469 / 5.099 eV. The HOMO energy (alpha / beta) is -0.4041 / -0.4041 hartree.